A 19-piece molecular cluster, C2H41O19 overall. Source: OMol25; level of theory: the ωB97M-V functional and the def2-TZVPD basis.

Each line ends with the Löwdin charge.
Positions of all 62 atoms, in Å:
1 C 16.589 -11.775 -7.609  -0.065
2 C 15.367 -12.646 -7.252  -0.334
3 O 14.666 -12.252 -6.041  -0.367
4 H 17.174 -11.478 -6.714  0.061
5 H 16.276 -10.778 -8.026  0.079
6 H 17.248 -12.308 -8.303  0.041
7 H 15.797 -13.610 -7.017  0.062
8 H 14.802 -12.896 -8.177  0.099
9 O 18.683 -12.405 -10.223  -0.063
10 H 18.822 -12.825 -9.382  -0.044
11 H 18.237 -11.572 -10.139  -0.030
12 O 11.992 -13.727 -10.399  -0.032
13 H 12.635 -13.293 -9.874  -0.022
14 H 11.384 -13.052 -10.592  -0.002
15 O 19.084 -10.635 -4.753  -0.025
16 H 19.536 -10.704 -3.884  0.095
17 H 19.054 -11.508 -5.054  0.007
18 O 16.614 -13.489 -4.503  -0.072
19 H 16.164 -13.445 -3.639  0.086
20 H 15.953 -13.034 -5.050  -0.016
21 O 17.192 -8.422 -5.905  -0.032
22 H 17.344 -8.451 -6.806  -0.027
23 H 16.849 -9.249 -5.558  -0.020
24 O 15.150 -8.615 -9.053  -0.091
25 H 14.896 -8.806 -8.123  -0.004
26 H 16.086 -8.345 -9.009  0.034
27 O 17.516 -10.073 -10.940  -0.034
28 H 17.483 -9.667 -11.813  0.060
29 H 16.643 -10.397 -10.802  -0.007
30 O 15.358 -12.128 -10.543  -0.015
31 H 14.952 -12.670 -11.141  0.005
32 H 15.865 -12.707 -9.924  0.031
33 O 16.320 -10.611 -4.280  -0.050
34 H 16.052 -11.262 -4.939  -0.017
35 H 17.130 -11.024 -4.004  0.000
36 O 14.173 -14.913 -5.353  -0.078
37 H 14.232 -13.974 -5.559  -0.025
38 H 14.402 -15.266 -6.218  -0.028
39 O 12.955 -11.210 -9.318  -0.014
40 H 13.882 -11.250 -9.344  -0.029
41 H 12.726 -10.405 -9.754  0.042
42 O 16.450 -14.801 -9.747  -0.010
43 H 16.464 -14.924 -10.686  0.067
44 H 17.337 -14.853 -9.410  0.061
45 O 17.438 -15.756 -5.756  -0.046
46 H 16.872 -16.473 -5.597  -0.001
47 H 16.989 -15.036 -5.354  -0.050
48 O 14.307 -9.748 -6.640  -0.060
49 H 14.623 -10.637 -6.412  -0.025
50 H 13.664 -9.849 -7.333  0.011
51 O 15.063 -15.909 -7.738  -0.034
52 H 15.365 -16.810 -7.768  0.051
53 H 15.676 -15.432 -8.268  -0.030
54 O 11.955 -12.438 -6.071  -0.081
55 H 12.887 -12.121 -6.089  -0.009
56 H 11.423 -11.654 -6.078  0.000
57 O 19.927 -13.329 -7.941  -0.056
58 H 20.795 -12.950 -7.695  0.085
59 H 19.562 -13.615 -7.083  0.076
60 O 19.555 -10.580 -7.486  -0.040
61 H 19.412 -10.402 -6.569  -0.029
62 H 19.502 -11.531 -7.554  -0.039

Force components x, y, z for each atom (eV/Å):
C -0.7 1.3 0.2
C 0.5 -0.4 1.3
O 1.4 0.0 -1.9
H -0.3 -0.5 -0.3
H 0.4 -1.0 0.0
H -0.2 0.3 0.1
H 0.3 -0.7 0.0
H -0.5 0.7 0.7
O 0.4 -1.3 -1.2
H 0.2 0.3 0.5
H -0.2 0.8 0.2
O 0.3 -2.2 -0.8
H 0.9 0.8 1.0
H -1.2 1.3 -0.3
O 0.8 1.8 1.9
H -0.3 0.3 -0.8
H -0.3 -2.4 -0.7
O 0.5 0.2 1.1
H 0.4 -0.3 -0.4
H -0.8 0.2 -0.7
O 0.0 1.2 2.7
H 0.3 -0.6 -2.6
H -0.2 -0.4 0.0
O 0.4 0.2 0.1
H 0.4 0.0 -0.1
H -0.7 -0.2 -0.1
O 1.0 0.9 -0.4
H 0.2 -0.1 0.1
H -1.5 -0.6 0.3
O 2.2 2.0 3.0
H -1.7 -2.3 -2.4
H -0.4 0.4 -0.8
O -0.3 0.2 0.0
H -1.1 0.0 -0.3
H 0.7 0.2 0.4
O 0.0 -0.5 0.2
H -0.3 0.9 0.3
H 0.0 -0.5 -0.1
O -2.1 -0.5 0.7
H 2.3 -0.1 -0.2
H -0.1 0.9 -0.5
O -0.7 0.3 0.7
H 0.3 -0.1 -0.7
H 0.8 0.1 -0.2
O 2.2 -0.1 -1.2
H -1.2 -1.5 0.2
H -0.8 1.6 0.9
O 0.2 1.9 -0.1
H -0.3 -1.1 0.4
H -0.7 -0.6 -0.2
O -1.2 -0.7 0.7
H 0.1 -0.5 0.0
H 0.6 0.7 -0.9
O 0.3 -0.3 0.0
H 0.0 -0.4 0.0
H -0.4 0.6 0.0
O 0.6 -0.2 1.2
H -0.5 -0.3 -0.5
H 0.0 -0.2 -0.4
O 0.4 0.3 -1.0
H -0.1 0.7 1.0
H -0.2 -0.3 -0.4

Results
net charge: -1
highest occupied orbital energy: -5.862 eV
relative energy (zero: lowest compared OMol25 entry of this formula, charge and spin): 1.372 eV
electronic energy: -41644.1034 eV
frontier orbital gap: 7.91 eV

A 19-piece molecular cluster, C2H42O19 overall. Source: OMol25; level of theory: the ωB97M-V functional and the def2-TZVPD basis.

Each line ends with the Mulliken spin population.
Positions of all 63 atoms, in Å:
1 C 0.746 0.915 -0.378  0.560
2 O -0.383 -0.030 -0.429  0.348
3 C 2.048 0.181 -0.629  0.002
4 H 0.370 1.794 -0.886  0.081
5 H 0.784 1.354 0.571  -0.116
6 H -0.569 -0.347 0.510  0.027
7 H 1.868 -0.306 -1.568  -0.004
8 H 2.942 0.977 -0.589  0.001
9 H 2.364 -0.487 0.219  0.048
10 H 3.796 0.877 2.585  0.003
11 H 3.887 -0.430 1.845  0.022
12 O 4.089 0.605 1.768  0.035
13 H 3.094 -1.660 -2.213  0.001
14 H 3.456 -2.626 -1.279  0.027
15 O 3.867 -2.059 -2.025  0.017
16 H -1.225 2.782 -2.264  0.004
17 H -0.673 3.574 -3.490  -0.006
18 O -1.187 2.888 -3.208  0.012
19 H 1.580 3.475 1.331  -0.002
20 H 1.754 4.656 2.230  -0.001
21 O 1.174 3.978 2.016  0.008
22 H 4.197 3.300 0.368  0.014
23 H 3.402 2.077 0.907  -0.010
24 O 3.329 2.933 0.496  -0.035
25 H 1.202 -2.344 -2.238  0.068
26 H 0.849 -3.275 -0.947  0.114
27 O 1.434 -2.606 -1.333  -0.251
28 H 0.030 -2.518 3.671  0.088
29 H -0.856 -3.363 2.679  0.219
30 O -0.937 -2.779 3.475  -0.297
31 H 1.223 0.415 2.240  0.072
32 H 0.056 -0.671 2.235  0.015
33 O 1.063 -0.543 2.405  -0.163
34 H -2.684 -1.256 -4.191  0.006
35 H -2.562 -1.790 -2.884  0.018
36 O -3.144 -1.224 -3.431  -0.004
37 H -0.003 1.559 -4.006  0.004
38 H -1.107 0.697 -4.792  -0.002
39 O -0.285 0.654 -4.240  -0.002
40 H -2.068 -4.089 0.218  0.338
41 H -2.804 -2.587 0.288  0.164
42 O -1.995 -3.181 0.510  -0.771
43 H -0.699 -0.598 -2.472  -0.002
44 H -0.012 -1.181 -3.591  0.022
45 O -0.522 -1.633 -2.889  -0.019
46 H -1.946 1.047 4.507  -0.008
47 H -2.517 2.553 4.492  -0.002
48 O -2.591 1.592 4.169  -0.055
49 H -2.060 -1.245 2.533  0.021
50 H -1.930 0.500 2.497  0.015
51 O -1.557 -0.408 2.184  0.108
52 H -3.426 -2.239 3.822  0.040
53 H -3.080 -2.700 2.340  0.224
54 O -3.383 -1.960 2.948  -0.234
55 H -1.486 1.466 -0.322  0.070
56 H -1.930 2.713 0.289  -0.012
57 O -1.881 2.296 -0.571  0.068
58 H 2.190 -1.817 0.977  0.067
59 H 2.380 -2.380 2.436  0.038
60 O 2.894 -1.982 1.700  0.003
61 H -2.934 2.598 -3.289  -0.002
62 H -3.910 1.500 -3.544  0.000
63 O -3.721 2.356 -3.762  0.009

Force components x, y, z for each atom (eV/Å):
C -1.0 -1.5 0.5
O 0.4 0.7 1.5
C 1.8 2.6 0.7
H 1.0 -0.1 -1.5
H 0.0 0.4 2.1
H 0.0 0.2 -1.6
H 0.8 -0.3 -0.3
H -2.0 -1.9 -1.0
H -1.0 0.8 -1.4
H -0.9 1.2 3.1
H 0.2 2.4 -0.6
O 0.5 -3.7 -2.2
H -3.7 2.6 -1.5
H 1.3 0.9 -1.6
O 3.2 -3.5 2.9
H 0.2 0.3 1.3
H 2.0 3.1 -0.6
O -1.7 -2.6 -0.1
H 0.9 -0.4 -0.9
H 1.8 1.8 0.5
O -2.7 -1.3 0.5
H 0.5 -0.1 0.1
H 0.7 -1.0 0.3
O -1.0 1.2 -0.5
H -1.1 -0.6 0.7
H -0.3 0.4 -0.7
O 0.8 -0.5 0.8
H -2.1 -0.5 -0.4
H -0.1 0.4 0.5
O 2.5 -0.2 0.1
H -0.3 -1.1 0.3
H 1.4 0.7 0.8
O -1.7 1.0 -0.1
H 2.3 0.0 -4.4
H -0.4 0.5 0.0
O -2.3 -0.4 4.3
H -0.9 -0.6 -0.2
H 1.1 0.5 1.0
O -0.1 -0.1 -1.0
H -0.7 -0.5 -0.4
H 1.6 -1.9 0.0
O -0.9 2.5 0.6
H 0.3 -4.5 -0.7
H -0.2 -0.8 -0.4
O 0.1 4.9 0.9
H 2.6 -1.5 1.6
H 0.3 -2.6 -0.6
O -2.8 4.1 -1.1
H 0.3 2.2 0.0
H 0.4 -2.7 -0.5
O -0.5 1.5 0.2
H 0.2 -1.3 2.3
H -0.6 0.5 1.2
O -0.4 0.1 -3.7
H 0.3 -1.6 -0.3
H -0.2 0.7 0.1
O -0.4 0.9 0.0
H 1.4 -0.7 1.9
H 0.4 0.6 -0.7
O -0.7 -0.9 -1.3
H 0.6 0.1 0.1
H -0.8 -3.6 1.0
O -0.4 3.2 -1.5

Results
net charge: -1
highest occupied orbital energy (spin up / spin down): -0.191 / -7.886 eV
electronic energy: -41655.0727 eV
multiplicity: 2
frontier orbital gap (spin up / spin down): 2.28 / 9.90 eV

A 20-piece molecular cluster, C2H45IO20P overall. Source: OMol25; level of theory: the ωB97M-V functional and the def2-TZVPD basis.

Each line ends with the Löwdin charge.
Positions of all 69 atoms, in Å:
1 C -0.751 -0.525 -1.124  -0.064
2 C -0.816 1.078 -1.518  -0.293
3 O 0.389 1.837 -1.150  -0.391
4 P 0.293 2.502 0.457  0.637
5 I -1.742 3.851 0.883  0.687
6 H -0.106 -0.759 -0.171  0.089
7 H -0.379 -1.089 -2.099  0.087
8 H -1.884 -0.863 -0.965  0.073
9 H -1.818 1.489 -1.076  0.081
10 H -0.923 1.130 -2.700  0.134
11 H 1.436 3.417 0.584  0.037
12 H 0.503 1.509 1.518  0.020
13 O -0.970 0.057 2.670  -0.094
14 H -0.993 -0.566 3.412  0.010
15 H -1.260 0.896 3.060  0.036
16 O -0.198 -1.143 5.052  -0.051
17 H -0.022 -0.843 5.957  0.065
18 H 0.445 -1.855 4.913  0.034
19 O -3.620 4.574 -2.143  -0.084
20 H -2.857 4.379 -1.580  -0.092
21 H -4.099 5.263 -1.659  0.043
22 O 3.263 0.581 1.039  -0.081
23 H 2.688 0.961 0.358  -0.004
24 H 4.159 0.755 0.712  0.000
25 O 2.070 -3.496 5.617  -0.059
26 H 2.271 -4.227 6.221  0.043
27 H 2.552 -3.723 4.807  0.053
28 O -1.270 0.180 -5.054  -0.085
29 H -2.125 0.517 -5.361  0.038
30 H -0.633 0.844 -5.359  0.012
31 O 1.161 -1.729 -4.554  -0.067
32 H 0.289 -1.357 -4.753  0.001
33 H 1.197 -2.539 -5.083  0.050
34 O 5.397 2.771 1.309  -0.073
35 H 4.540 2.702 1.756  -0.022
36 H 6.037 2.813 2.036  0.048
37 O -3.589 -0.904 -6.107  -0.068
38 H -2.937 -1.578 -5.865  0.022
39 H -4.283 -0.998 -5.438  0.044
40 O -3.961 -1.713 -0.339  -0.078
41 H -3.984 -2.337 0.402  0.051
42 H -4.251 -0.875 0.051  0.043
43 O 3.806 -3.242 -3.249  -0.064
44 H 2.951 -2.905 -3.557  0.001
45 H 4.442 -2.578 -3.554  0.038
46 O 0.592 1.044 -6.916  -0.053
47 H 1.495 1.006 -6.565  0.056
48 H 0.665 0.640 -7.793  0.064
49 O -3.226 -3.019 -3.840  -0.050
50 H -3.051 -2.719 -2.936  0.028
51 H -2.584 -3.730 -3.979  0.051
52 O 3.421 3.523 3.288  -0.065
53 H 3.399 2.900 4.030  0.060
54 H 3.132 4.362 3.678  0.023
55 O 2.065 -3.809 8.947  -0.060
56 H 1.787 -3.201 8.245  0.017
57 H 2.744 -3.314 9.429  0.046
58 O -3.899 -1.190 2.254  -0.056
59 H -3.211 -0.513 2.165  0.020
60 H -3.679 -1.639 3.084  0.063
61 O -6.869 -1.877 -1.396  -0.070
62 H -5.966 -1.915 -1.045  -0.014
63 H -6.796 -2.281 -2.274  0.038
64 O 5.473 -0.398 -0.388  -0.051
65 H 5.869 -1.012 0.249  0.061
66 H 5.133 -0.974 -1.088  0.047
67 O 1.386 5.109 4.818  -0.056
68 H 0.644 4.997 4.205  0.037
69 H 1.057 5.746 5.470  0.060

Force components x, y, z for each atom (eV/Å):
C -0.7 0.3 -1.0
C -2.0 -2.4 -1.4
O -1.1 1.6 4.2
P 1.0 -0.5 -2.3
I 1.3 -1.0 -0.1
H -1.3 0.5 -1.9
H -0.4 1.1 2.4
H 2.6 0.7 -0.1
H 2.1 -0.2 -0.6
H 0.4 0.2 2.5
H -1.1 -0.9 -0.4
H -0.5 0.5 -1.0
O -0.5 0.7 -0.5
H 0.4 0.0 0.3
H 0.1 -0.4 0.1
O 0.2 -0.1 0.3
H -0.2 -0.1 -0.3
H -0.1 0.0 0.1
O 0.2 0.1 0.5
H -0.3 0.1 -0.4
H 0.0 -0.2 -0.3
O -0.8 0.6 0.1
H 0.5 -0.4 0.0
H 0.2 -0.2 -0.2
O 0.2 -0.2 -0.2
H -0.1 0.2 -0.1
H -0.1 0.1 0.3
O 0.2 0.5 0.6
H 0.0 -0.5 -0.1
H 0.0 -0.3 -0.3
O -0.1 -0.4 -0.2
H 0.0 0.2 0.0
H 0.0 0.3 0.1
O 0.0 -0.3 0.2
H 0.3 0.2 0.1
H -0.2 0.0 -0.3
O -0.1 0.0 0.2
H -0.3 0.2 0.1
H 0.2 -0.1 -0.3
O -0.2 0.0 -0.4
H 0.0 0.4 -0.1
H 0.0 -0.5 0.0
O 0.0 0.4 -0.1
H 0.2 0.0 0.2
H -0.2 -0.3 0.0
O 0.7 0.0 -0.2
H -0.2 0.0 -0.1
H -0.2 0.1 0.3
O 0.4 -0.1 0.2
H -0.2 0.0 -0.2
H -0.3 0.2 0.0
O -0.3 -0.1 0.3
H 0.0 0.2 -0.2
H 0.0 -0.1 0.0
O 0.2 0.4 -0.3
H 0.1 -0.2 0.3
H -0.2 -0.2 -0.1
O 0.3 0.1 0.6
H 0.1 -0.3 0.1
H -0.2 0.1 -0.2
O 0.3 -0.1 -0.3
H -0.1 0.0 -0.1
H -0.1 0.1 0.3
O 0.2 -0.4 -0.1
H -0.1 0.2 -0.2
H 0.0 0.2 0.2
O -0.5 0.1 -0.1
H 0.3 0.1 0.2
H 0.2 -0.2 -0.1

Results
net charge: +1
highest occupied orbital energy: -12.618 eV
electronic energy: -61136.0102 eV
frontier orbital gap: 7.10 eV